DFT (ωB97M-V/def2-TZVPD) results for a 2-piece molecular cluster, C35H32P overall.

```
68
Properties=species:S:1:pos:R:3:mulliken_charge:R:1
C -1.382 5.961 2.777 -1.4569
C -1.152 4.965 1.694 1.0935
C -2.208 4.238 1.154 -0.6494
C -2.001 3.316 0.154 -0.6085
C -0.713 3.088 -0.359 0.8651
C -0.491 2.122 -1.390 -0.1069
C 0.725 1.935 -2.015 -0.3196
C 0.983 0.956 -2.951 -0.2422
C 2.266 0.729 -3.543 0.8175
C 2.426 -0.193 -4.591 -0.6560
C 3.662 -0.418 -5.155 -0.6457
C 4.795 0.248 -4.696 1.0561
C 6.131 -0.015 -5.299 -1.4431
C 4.648 1.158 -3.655 -0.8714
C 3.418 1.397 -3.092 -0.6632
C 0.345 3.828 0.197 -0.6664
C 0.128 4.740 1.200 -0.9659
H -0.450 6.446 3.073 0.3783
H -2.073 6.738 2.446 0.3519
H -1.804 5.480 3.662 0.3411
H -3.202 4.406 1.534 0.4494
H -2.832 2.766 -0.255 0.4088
H -1.315 1.493 -1.677 0.3483
H 1.517 2.622 -1.778 0.3455
H 0.172 0.310 -3.240 0.3995
H 1.564 -0.721 -4.962 0.4238
H 3.768 -1.121 -5.963 0.4307
H 6.905 0.597 -4.832 0.3550
H 6.412 -1.062 -5.173 0.3400
H 6.126 0.211 -6.366 0.3564
H 5.513 1.679 -3.280 0.3302
H 3.343 2.092 -2.276 0.4078
H 1.350 3.667 -0.147 0.4093
H 0.960 5.283 1.614 0.3459
C -5.122 -1.207 3.009 -0.5549
C -4.358 -0.058 2.970 -0.6582
C -3.147 -0.055 2.300 -0.1530
C -2.706 -1.202 1.679 -0.0533
P -1.104 -1.106 0.857 0.4484
C -0.021 -1.462 2.255 -0.2033
C 1.333 -1.388 2.015 -0.0757
C 2.229 -1.667 3.033 -0.6390
C 1.764 -2.014 4.285 -0.5352
C 0.406 -2.075 4.525 -0.7176
C -0.487 -1.799 3.507 0.0541
C -1.083 -2.714 0.041 -0.0344
C -1.697 -2.780 -1.191 -0.1764
C -1.739 -3.984 -1.874 -0.7122
C -1.167 -5.111 -1.322 -0.4987
C -0.543 -5.038 -0.093 -0.7313
C -0.503 -3.836 0.589 -0.0375
C -3.471 -2.348 1.709 0.0555
C -4.683 -2.351 2.373 -0.7496
H -6.068 -1.211 3.525 0.4031
H -4.712 0.841 3.446 0.4222
H -2.547 0.842 2.249 0.4646
H 1.684 -1.108 1.032 0.4415
H 3.288 -1.596 2.851 0.4144
H 2.459 -2.229 5.079 0.3994
H 0.039 -2.318 5.508 0.4294
H -1.546 -1.834 3.695 0.2920
H -2.135 -1.889 -1.615 0.4179
H -2.206 -4.035 -2.843 0.4288
H -1.196 -6.048 -1.853 0.4054
H -0.071 -5.909 0.330 0.4304
H -0.007 -3.773 1.543 0.3028
H -3.131 -3.235 1.202 0.3285
H -5.289 -3.241 2.376 0.4331
```

Spin multiplicity: 1
Total charge: +1
Frontier orbital gap in eV: 5.05
Calculated total energy in a.u.: -1694.0181
Relative energy (zero: lowest compared OMol25 entry of this formula, charge and spin) in kcal/mol: 0.0